1.
C40H108N8O12 | wB97M-V/def2-TZVPD

```
! RIJCOSX wB97M-V def2-TZVPD def2/J DEFGRID3
* xyz 0 1
O -5.0950 -21.0353 20.3334
O -6.9512 -19.8104 25.1822
O 1.3047 -23.9120 27.2650
O -1.4746 -25.4453 29.0430
O -1.5363 -25.3221 20.5756
O -1.9435 -21.1321 28.6869
O -3.6477 -22.8528 23.9374
O -0.7849 -20.0866 19.7950
O -1.2112 -17.6644 23.6922
O -9.1569 -23.4768 23.4199
O 1.7484 -22.6433 22.7520
O -5.7373 -27.4718 27.2047
N 4.5144 -20.1802 22.6259
N -6.1087 -22.6074 25.2393
N -3.8452 -25.2608 27.2704
N -7.5107 -19.2093 22.3866
N 0.7535 -20.9285 27.4975
N -2.8046 -25.5251 23.0789
N 0.0422 -14.8982 23.5902
N -1.2381 -16.6647 21.0773
C -4.7846 -26.4299 22.1134
C -4.2974 -25.9495 26.0488
C 0.6111 -16.0914 24.2126
C -7.8692 -22.9413 23.5883
C -2.9344 -25.5241 20.6117
C -0.0505 -21.2438 20.0911
C -2.3029 -18.3873 24.2085
C -0.8923 -25.1139 30.2941
C -0.4690 -18.9487 20.5573
C -2.8670 -20.6431 29.6363
C -1.4556 -17.8305 20.2269
C -7.0573 -19.9475 21.1873
C -6.3389 -18.6933 25.7948
C -1.4417 -22.0022 23.7208
C 2.1707 -19.7028 23.0988
C -7.0630 -27.7759 27.5985
C -2.5137 -24.6836 27.0521
C 1.6006 -24.0107 22.5591
C 1.2950 -23.0448 26.1565
C 1.6769 -21.6389 26.6376
C -8.3196 -23.3582 26.0583
C -1.9018 -24.2703 28.3666
C -7.2894 -23.4392 24.9337
C 2.9197 -22.0315 22.2495
C -9.6578 -23.1160 22.1368
C -7.2229 -19.0254 19.9831
C 3.2500 -20.7875 23.0788
C -5.7149 -26.4826 26.1912
C -5.4066 -19.1937 26.8772
C -3.2988 -26.2463 21.9209
C -1.3949 -17.4434 18.7464
C -5.6390 -20.3615 21.4600
C -0.4111 -17.1213 24.7258
C -1.1059 -24.4548 19.5776
C -0.5207 -20.6454 26.8591
C 1.1822 -25.2762 26.9208
C -3.7441 -21.3865 20.5376
C -2.8892 -21.6467 24.0288
C 1.5999 -15.6958 25.3336
C -1.5461 -20.0862 27.8094
H -7.0994 -18.0458 26.2396
H -8.2846 -18.7734 19.9133
H 0.7467 -14.3275 23.1430
H -0.3509 -17.2233 18.5075
H -4.5509 -22.7105 24.3147
H 0.5013 -21.4631 28.3239
H -2.0093 -16.6200 18.3897
H -3.6414 -26.8067 25.8547
H -4.5362 -18.5604 27.0619
H -2.8299 -18.7995 23.3456
H -10.6086 -23.6226 21.9862
H -3.2385 -20.8561 23.3602
H -0.5328 -15.2815 22.8460
H -3.3081 -24.6544 23.2288
H -2.9937 -21.2535 25.0467
H -1.2557 -22.1062 22.6510
H 1.4312 -24.4046 21.5507
H 3.3165 -21.1164 24.1227
H -0.3972 -19.8893 26.0742
H -7.6289 -28.2763 26.8075
H 0.2102 -17.8925 25.1976
H -7.6736 -20.8415 21.0717
H -8.5821 -22.3478 26.3809
H -7.5770 -26.8758 27.9433
H 2.6318 -21.7983 27.1461
H -3.1171 -20.5087 20.7235
H -5.3440 -26.9120 21.3094
H -1.6229 -18.3451 18.1737
H -5.8900 -22.9248 26.1824
H -8.9468 -23.3851 21.3522
H -2.4374 -19.7024 27.3020
H 2.0538 -25.6034 26.3419
H -0.0250 -24.4661 30.1395
H -6.4526 -21.6440 25.2863
H -3.0590 -17.7298 24.6601
H -1.0140 -23.6664 28.1416
H -1.6173 -24.6203 30.9476
H -5.0093 -27.0043 23.0190
H 2.0851 -23.3550 25.4635
H 2.4478 -24.5796 22.9666
H -6.3827 -25.6689 26.4934
H -0.0109 -21.4294 21.1674
H 1.8927 -19.4394 22.0735
H -9.2689 -23.8244 25.7988
H -6.9101 -24.4409 24.7166
H -2.5894 -23.8121 26.3977
H -2.0819 -19.1319 24.9765
H -2.0896 -16.1154 21.0016
H 2.4879 -18.7994 23.6196
H -1.1047 -22.9452 24.1564
H -3.3537 -26.0603 19.7523
H 2.3607 -15.0583 24.8804
H 1.1069 -25.9258 27.7888
H -1.8273 -25.2743 23.0008
H -6.0093 -26.9150 25.2284
H 4.8873 -19.6417 23.4006
H 2.1291 -16.5806 25.6862
H -2.5885 -23.7170 29.0133
H -4.1867 -25.2592 25.2143
H -0.5210 -19.2169 21.6190
H -1.1929 -16.9344 22.0692
H -1.5067 -23.4364 19.6042
H -0.0189 -24.3797 19.6514
H -3.6286 -26.0371 27.8940
H 0.7709 -24.3970 23.1559
H -2.4216 -18.3050 20.4576
H -5.9195 -19.2861 27.8382
H -0.4113 -22.0896 19.5074
H -9.8545 -22.0438 22.0314
H 1.9174 -21.0018 25.7846
H -6.5929 -18.1349 20.0206
H 0.5417 -18.5813 20.3343
H -6.9765 -28.4881 28.4186
H 3.7697 -22.7196 22.2250
H -3.1872 -21.3544 30.3982
H -0.7818 -21.2521 24.1655
H -7.9404 -21.8480 23.6757
H 1.0824 -15.1182 26.0974
H -1.8460 -25.4429 26.6240
H -7.0209 -19.4662 19.0037
H -3.3635 -21.8732 19.6432
H -1.0906 -19.2636 28.3744
H -0.5967 -26.0632 30.7375
H -7.0092 -18.3194 22.3297
H -7.8662 -23.8274 26.9366
H -5.3831 -25.5547 22.4034
H -1.3400 -24.8867 18.5948
H -8.4435 -18.8552 22.1789
H -3.4693 -24.5653 20.6312
H 1.1962 -19.9862 23.5072
H -5.0157 -20.1923 26.6730
H -2.3931 -19.7933 30.1362
H -7.1785 -19.6063 24.2522
H 0.3061 -25.4415 26.2866
H -0.9323 -16.6854 25.5865
H 0.9886 -21.2041 19.7354
H -5.7173 -18.1457 25.0771
H -3.6572 -22.0589 21.3958
H 5.2160 -20.8978 22.4701
H -0.9979 -21.5010 26.3616
H -7.1691 -23.2181 22.7919
H 1.1936 -16.6395 23.4571
H 0.3528 -22.9564 25.6052
H -3.8133 -20.3631 29.1571
H 2.6757 -21.7327 21.2240
H -4.9959 -19.4842 21.6187
H -2.9232 -27.2688 21.8182
H -5.6048 -21.0060 22.3444
*
```

* LUMO level: 0.422 eV
* energy relative to the best compared isomer or geometry (same formula, charge and spin): 0.0 kJ/mol



2.
C40H110FeN12O16 | wB97M-V/def2-TZVPD

```
! RIJCOSX wB97M-V def2-TZVPD def2/J DEFGRID3
* xyz 0 5
Fe 0.4895 -0.0038 0.7841
O -1.9104 -2.9052 -1.0427
O -0.6629 -1.6698 0.0788
O 0.0680 -0.3657 -7.1385
O -1.4212 0.5799 4.2159
O -1.0265 0.4431 2.1905
O -6.0566 -0.1469 1.2156
O -6.1912 -1.5033 -2.7845
O 2.8317 -3.2951 0.1255
O 6.1029 0.6081 2.3099
O 1.5427 1.3988 1.8752
O -0.1885 2.1378 -3.2039
O -1.8915 -3.0608 1.0714
O -1.7274 7.7775 0.2469
O 2.4687 2.3499 -0.8927
O -1.5978 -3.1802 6.1800
O -1.3652 2.3558 3.0479
N 2.0109 -0.6384 -0.6357
N -0.3844 1.5781 -0.4257
N 0.4650 -0.7337 -3.4217
N -3.7740 -1.8662 3.4809
N -2.4736 -1.8312 -3.5515
N -1.3009 1.1437 3.1429
N 6.2674 4.0225 3.3886
N 1.1230 -6.2814 -1.2740
N -1.5091 -2.5216 0.0414
N 0.1998 -3.6557 3.0271
N 1.5772 -1.2841 2.1837
N -1.6839 4.1331 0.5805
C -1.1971 5.4285 0.2174
C 1.2403 -2.4074 -5.1267
C 3.5920 -3.8346 1.1568
C 1.6125 2.8302 1.9722
C 0.7309 -0.9157 -4.8105
C -4.8889 -1.0595 3.0111
C 1.8201 -4.1886 -0.2882
C -6.1981 0.6617 0.0428
C -0.1119 3.0011 -4.3782
C 3.8851 -1.0705 -1.9432
C -7.1716 -2.1243 -1.9494
C -3.8467 -1.2950 -3.7005
C -0.1599 -3.9499 4.3661
C 2.0702 -0.5460 3.2751
C 7.0360 -0.4762 2.1992
C -4.7020 -0.5707 1.5838
C 2.3104 -5.5940 -0.8474
C 6.7281 1.8542 2.5326
C 2.3379 3.6302 -1.4470
C 3.3652 -5.4771 -2.0233
C -4.8446 -2.0983 -2.7687
C -2.6706 8.8372 0.3391
C 5.6577 2.9559 2.6380
C 3.0098 1.3310 -1.8012
C -1.4813 2.0444 -2.6739
C 3.2361 -0.0028 -1.0457
C 3.2227 -1.2538 4.0156
C 5.2048 3.4522 1.3008
C -2.2700 -2.1111 6.8744
C 2.5327 0.8813 2.8106
C 0.9772 -4.5315 5.1629
C -1.3662 1.0945 -1.4087
C -4.2368 -1.2855 -5.1867
C -5.2195 0.0256 4.0026
C -0.4315 -0.5539 -5.7832
C -2.7183 0.9163 -0.6945
C -0.7384 -2.6875 5.1602
C -2.1611 6.5723 0.6808
C -0.9558 5.2981 -1.3832
C -0.8920 0.2695 -8.0390
H -2.3175 -2.7196 -4.0058
H 1.7055 4.2716 -0.8331
H 6.1813 4.8166 2.7704
H 1.3019 -3.6249 -1.0640
H -3.6046 -2.5182 2.7283
H -1.8888 5.0585 -1.8933
H 4.2848 -1.9406 -1.4224
H 1.5234 -0.2143 -5.0715
H -3.4219 0.6130 -1.4698
H 1.0382 -4.3311 0.4577
H 2.3173 -1.5997 -0.5884
H -2.9850 -1.2378 3.4301
H -2.1271 6.6256 1.7690
H -5.9719 0.0091 -0.8005
H -0.8933 0.3886 -5.4889
H 2.6889 1.4309 3.7388
H 7.3245 1.6440 3.4204
H -5.2448 -0.9058 -5.3537
H 0.0624 -2.0236 5.4859
H -1.0144 0.1457 -1.8137
H -2.3117 9.7943 -0.0397
H -1.3939 3.7719 1.4780
H -0.5615 0.0045 -9.0433
H 2.3391 1.1824 -2.6475
H -6.8549 -2.2396 -0.9128
H 5.9661 3.7982 0.6016
H -4.4670 -2.1019 -1.7462
H -1.8513 2.9908 -2.2796
H -7.5031 -3.0815 -2.3518
H -0.2344 5.4686 0.7271
H 2.4286 -1.6658 1.7970
H 0.7861 -4.4998 6.2355
H 7.6741 -0.3807 1.3206
H -3.5548 8.6122 -0.2573
H 1.9597 3.6638 -2.4687
H -7.2475 0.9371 -0.0619
H -8.0172 -1.4389 -1.8909
H 4.6893 -0.4647 -2.3607
H 4.0628 -1.4688 3.3553
H -5.6158 -0.3671 4.9390
H 2.5599 3.3663 1.9166
H 4.0785 -4.7700 0.8803
H 0.6083 -4.5016 2.6561
H 0.9746 3.3179 1.2350
H 7.6657 -0.4772 3.0889
H -3.0073 9.0319 1.3573
H -3.7847 -0.2426 -3.4236
H 0.2911 2.0594 -1.0021
H 3.8607 0.1661 -0.1685
H -0.8432 1.3572 -7.9877
H 0.9207 2.9566 -4.7244
H -4.3569 0.6685 4.1781
H -5.5071 1.5046 0.0482
H -2.5673 -2.4281 7.8740
H -0.9421 -4.7031 4.2718
H 7.4558 2.1569 1.7796
H 2.1368 -2.6630 -4.5617
H -4.2992 -1.3508 0.9379
H 4.0133 1.7001 -2.0134
H -1.9176 -0.0719 -7.8986
H 1.0173 -5.5908 4.9089
H -3.1143 1.8730 -0.3538
H -0.5854 -3.4584 2.4231
H 0.4958 -3.1711 -4.9019
H 0.5777 -5.8904 -2.0289
H -0.2491 4.5124 -1.6501
H 3.5384 -6.4343 -2.5152
H 0.2599 0.2542 -3.3768
H -3.0876 -1.6735 6.3016
H 4.6157 2.6869 0.7955
H -2.6548 0.1062 0.0320
H 1.1756 -0.3936 3.8791
H 1.9735 -4.1488 4.9413
H 3.2148 -1.3878 -2.7421
H 1.2326 3.1305 2.9487
H 1.1174 -2.0807 2.6010
H 1.5994 -0.7546 -1.5507
H -5.7479 -1.7252 3.0952
H 2.9624 -3.9806 2.0345
H -3.1466 6.3827 0.2555
H -4.2313 -2.3376 -5.4714
H 4.2781 -3.0277 1.4144
H -0.9132 2.3329 -0.0124
H -1.1227 -1.3967 -5.7766
H -2.6818 4.2873 0.5990
H -0.5125 6.1956 -1.8146
H 3.3239 4.0928 -1.4896
H -0.4591 -1.0948 -3.2326
H 4.6011 4.3396 1.4905
H 7.2755 3.9762 3.4285
H 4.8049 2.6195 3.2277
H 3.7463 -0.6384 4.7471
H -2.3482 -2.0908 -2.5835
H 0.4136 -6.3233 -0.5562
H -4.9247 -3.1389 -3.0830
H -6.0241 0.6519 3.6173
H -0.6362 2.6156 -5.2526
H -1.6172 -1.2487 7.0092
H 1.5431 -2.5442 -6.1649
H -3.5294 -0.8098 -5.8661
H 4.2802 -5.0368 -1.6270
H 2.8591 -2.1415 4.5333
H 6.5277 -1.4402 2.2173
H 2.8213 -6.1443 -0.0573
H -2.1580 1.5871 -3.3957
H 3.4870 0.8323 2.2862
H -0.4199 4.0432 -4.2936
H -4.0504 0.3023 1.5473
H -1.3370 -2.0859 4.4762
H 2.9272 -4.7483 -2.7053
*
```

* LUMO level (alpha / beta): 0.301 / 0.300 eV